A gas-phase ion, C19H19N4O6 (charge -1) in a non-equilibrium geometry, computed with wB97M-V/def2-TZVPD.

## Properties
relative energy (zero: lowest compared OMol25 entry of this formula, charge and spin)	0.1901	eV
net charge	-1
SMILES	COc1ccc([C@H](c2c([O-])n(C)c(=O)n(C)c2=O)n2cc(C)c(=O)[nH]c2=O)cc1
HOMO level	-4.272	eV
strongest force on any atom	0.059	Eh/bohr

Positions of all 48 atoms, in Å:
C -3.5190 3.0353 -1.2450
C -2.0835 3.1784 -1.0774
C -1.4402 2.0453 -0.7934
N -0.1188 1.9520 -0.6349
C 0.6480 3.1363 -0.5697
O 1.8350 3.1950 -0.1689
N -0.0125 4.3039 -0.9383
C -1.3613 4.4096 -1.2612
O -1.8588 5.4395 -1.5944
H -3.9409 4.0328 -1.3292
H -3.7502 2.4494 -2.1529
H -3.9420 2.4893 -0.3879
H -1.8730 1.0747 -0.6024
H 0.4790 5.1543 -0.8369
C -0.1722 -5.5062 -3.2218
O -0.0998 -4.1332 -3.6662
C -0.3520 -3.0879 -2.8410
C -0.0981 -1.8052 -3.3959
C -0.1419 -0.6695 -2.5531
C -0.2866 -0.7222 -1.1618
C 0.3564 0.5784 -0.4028
C 0.6301 0.2470 1.0342
C 0.2661 1.1473 2.0511
O -0.5015 2.1084 2.0232
N 0.8816 0.9321 3.2944
C 0.7367 1.9989 4.2486
C 1.5725 -0.2264 3.6799
O 2.0387 -0.3651 4.7977
N 1.7088 -1.2124 2.6886
C 2.6209 -2.2973 3.0427
C 1.5804 -0.8293 1.3312
O 2.2456 -1.4461 0.4939
C -0.7184 -1.9865 -0.6782
C -0.7724 -3.1678 -1.5085
H 0.0001 -6.1439 -4.0948
H 0.6140 -5.7179 -2.4824
H -1.1547 -5.7779 -2.8031
H 0.1566 -1.6833 -4.4437
H 0.0367 0.2985 -3.0020
H 1.2591 0.7479 -0.9307
H 1.3798 1.7288 5.0835
H 1.0506 2.9180 3.7528
H -0.3026 2.0958 4.5567
H 2.5899 -3.0873 2.2839
H 3.6339 -1.8746 3.1280
H 2.3104 -2.6707 4.0277
H -1.0461 -2.1499 0.3499
H -1.0847 -4.1362 -1.0898

These are the Löwdin partial charges, in e, on atoms 1 to 8:
1 C -0.06
2 C -0.21
3 C -0.03
4 N 0.03
5 C -0.39
6 O 0.05
7 N 0.22
8 C -0.46